(1)
ORCA calculation (the ωB97M-V functional and the def2-TZVPD basis) on C4H6BrNS in the gas phase.

XYZ file:
```
13
Properties=species:S:1:pos:R:3:forces:R:3:nbo_charge:R:1
C 0.312272 0.264869 2.240567 2.82 -2.59 1.41 -0.682
C 0.119938 0.099777 0.815116 2.31 0.13 -2.50 0.222
N -0.807784 -0.463240 0.227016 -3.67 -0.67 -0.60 -0.494
C -0.943436 -0.361676 -1.226940 0.83 -1.65 0.63 -0.078
Br -2.131712 1.186904 -1.651780 0.49 -0.63 0.11 -0.021
C 0.543597 -0.139059 -1.783953 -1.32 -0.99 2.42 -0.569
S 1.431657 0.574458 -0.368011 0.16 0.38 0.60 0.146
H 1.005306 1.068012 2.456885 -0.73 0.85 0.19 0.249
H 1.055700 -0.601161 2.647311 -1.96 1.38 -1.07 0.245
H -0.633671 0.161225 2.738708 -0.14 0.47 0.54 0.255
H -1.495670 -1.331057 -1.605781 1.25 2.19 0.53 0.245
H 0.997833 -1.109135 -2.025737 -0.18 0.52 -0.43 0.237
H 0.545970 0.650083 -2.463402 0.15 0.60 -1.84 0.246
```
Positions in Å, forces in eV/Å.

Properties
Energy relative to the best compared isomer or geometry (same formula, charge and spin): 19.4 kcal per mole
E: -86612.19075 eV
SMILES string: CC1=N[C@@H](Br)CS1
Charge: 0

(2)
ORCA calculation (the ωB97M-V functional and the def2-TZVPD basis) on C26H39HfO5Si as an isolated structure.

XYZ file:
```
72
Properties=species:S:1:pos:R:3:forces:R:3:mulliken_charge:R:1
C 2.186195 -2.085307 -2.678249 1.08 -0.10 -0.31 3.270
C 2.294479 -1.008440 -1.578813 -0.15 0.20 -0.22 -1.758
C 0.904696 -2.892282 -2.406328 0.58 0.16 -0.52 -1.545
C 0.609764 -2.594257 -0.951402 -0.05 0.44 0.78 -0.142
H 1.142495 -3.946893 -2.554166 -0.17 0.13 -0.06 0.237
H 0.123220 -2.618580 -3.114974 0.00 0.02 0.22 0.364
C 1.727648 -1.722633 -0.343953 0.20 -0.16 -0.84 0.391
H 1.665075 -0.161417 -1.880590 0.03 -0.15 0.13 0.292
H 3.321030 -0.629753 -1.481078 -0.33 -0.14 0.08 0.676
C 1.019662 -0.872310 0.688473 -0.01 0.14 0.61 -1.297
H 2.547720 -2.318110 0.096614 -0.45 0.09 0.05 0.644
H 0.601026 -3.537121 -0.395802 -0.31 0.18 -0.11 0.642
C -0.700514 -1.782329 -0.651350 0.32 0.11 0.38 1.304
C 2.343106 -1.486790 -4.059148 -0.34 1.73 -0.10 -0.308
C 3.375030 -3.047932 -2.670031 0.17 -1.79 0.67 -0.344
O 3.301812 -4.266660 -2.713264 0.32 1.49 0.06 -0.655
O 2.151627 -0.314188 -4.341954 0.07 -1.59 0.30 -0.627
O 2.806686 -2.389056 -4.949990 -0.54 0.58 0.00 -0.298
O 4.541429 -2.386077 -2.639216 -0.18 -0.01 -0.25 -0.241
C 5.713976 -3.141818 -2.952698 0.02 0.01 0.19 -0.776
H 6.500473 -2.391034 -2.956104 0.13 -0.19 -0.03 0.274
H 5.624693 -3.615710 -3.936727 -0.07 0.08 0.22 0.301
H 5.902568 -3.902115 -2.187705 -0.05 0.12 -0.19 0.287
C 2.958845 -1.803226 -6.239223 0.14 -0.13 -0.57 -0.802
H 2.061330 -1.231833 -6.503627 0.28 -0.21 -0.04 0.328
H 3.123057 -2.639570 -6.920654 -0.03 0.18 0.03 0.247
H 3.821810 -1.129845 -6.238845 -0.16 -0.07 -0.06 0.323
O -0.330846 -0.597251 0.227771 0.90 -1.80 -1.24 -0.398
H 1.580776 0.071066 0.881915 -0.87 -0.50 -0.11 0.422
H 0.915014 -1.438603 1.640003 0.30 0.35 -0.36 0.335
C -1.544256 -2.837155 0.053689 -0.93 0.11 0.43 -1.781
C -1.411526 -1.223308 -1.888313 -0.22 0.06 0.16 -2.040
H -1.709901 -2.042935 -2.566151 0.10 0.34 0.30 0.473
H -0.792062 -0.504609 -2.445171 -0.05 -0.26 0.21 0.264
H -2.330459 -0.699957 -1.593938 0.23 -0.08 0.10 0.387
H -2.477039 -2.439813 0.468584 0.10 0.04 -0.05 0.262
H -0.982403 -3.337830 0.861328 -0.28 0.35 -0.25 0.481
H -1.811533 -3.612286 -0.694790 0.17 0.34 0.38 0.408
Hf -0.868086 1.975763 1.874879 0.83 0.33 0.89 1.915
C -0.796495 2.166510 4.263548 0.81 0.62 0.32 -0.927
C -0.191555 0.881276 3.988308 -0.83 -0.11 -0.18 -0.808
C 1.009688 1.097035 3.253180 0.50 0.53 -0.44 -0.605
H -0.590203 -0.082485 4.291607 0.05 0.25 -0.06 0.437
C 1.162612 2.507629 3.051505 -0.31 -0.28 1.73 -0.724
C 0.077602 3.167018 3.733733 0.83 -1.16 1.33 -0.670
H -0.046406 4.227622 3.923591 -0.04 -0.24 -0.36 0.573
H -1.648820 2.355243 4.914644 0.30 -0.02 -0.28 0.766
H 1.761504 0.348576 3.014385 -0.25 0.22 -0.01 0.813
H 2.023098 2.961594 2.572073 -0.32 0.03 0.01 0.427
C -2.097323 3.488888 0.396640 0.81 0.20 -0.95 -1.066
C -1.509265 4.235499 1.488094 -0.50 0.12 -0.43 -0.586
C -0.089048 4.167898 1.324194 -0.14 -0.14 -0.69 -0.648
H -2.057712 4.859771 2.198269 0.24 -0.34 -0.32 0.315
C 0.215976 3.302330 0.215132 -0.11 0.55 -1.08 -0.455
C -1.031362 2.952011 -0.400511 -0.52 0.69 0.26 -0.542
H -1.144129 2.429608 -1.357380 0.01 -0.06 0.65 0.480
H -3.157283 3.437101 0.165868 0.39 -0.03 0.08 0.810
H 0.634196 4.747110 1.892240 -0.20 -0.37 -0.18 0.626
H 1.209277 3.098815 -0.187113 -0.41 0.10 0.05 0.443
C -3.606894 0.391018 3.990665 -0.74 -0.35 0.20 -1.146
Si -3.383538 1.714091 2.685443 2.45 -0.20 -1.04 -0.098
C -4.297223 1.116700 1.155288 -1.27 -0.32 0.12 -1.052
C -4.297513 3.207586 3.352782 -0.65 0.08 0.15 -1.215
H -3.109996 -0.545285 3.709909 -0.13 0.18 0.03 0.163
H -4.692518 0.228161 4.042909 -0.04 -0.32 0.38 0.383
H -3.242818 0.700361 4.975823 -0.07 -0.05 -0.08 0.287
H -5.300728 0.843490 1.511674 -0.40 -0.20 -0.51 0.331
H -4.385068 1.880073 0.374612 -0.07 -0.17 0.18 0.321
H -3.814162 0.234351 0.714734 -0.08 0.17 0.22 -0.056
H -5.291077 2.844755 3.653478 -0.10 0.36 0.08 0.345
H -3.802241 3.641348 4.229151 -0.03 -0.09 -0.09 0.279
H -4.417192 3.996506 2.602524 -0.02 -0.08 0.06 0.283
```
Positions in Å, forces in eV/Å.

Properties
E: -47015.00207 eV
Charge: -1

(3)
ORCA calculation (the ωB97M-V functional and the def2-TZVPD basis) on C12H30AlF3IN6O12 as an isolated structure.

XYZ file:
```
65
Properties=species:S:1:pos:R:3:forces:R:3:nbo_charge:R:1
C 1.247020 -3.257721 -0.492256 0.45 -0.64 -0.19 -0.636
C 2.249004 -4.036176 0.501956 -1.28 1.38 0.56 -0.445
C 2.513940 -3.102339 1.813932 0.79 -0.95 -1.51 -0.789
I 0.630191 -3.229308 2.978759 0.39 0.43 -0.48 -0.065
Al 4.138529 -3.819586 2.900556 -0.90 -0.36 0.13 1.166
C 3.795837 -3.717223 4.916975 0.39 -0.03 0.65 -0.968
C 4.166575 -2.326721 5.610109 -0.93 -0.65 0.79 -0.486
C 3.334063 -1.081792 5.108087 0.65 0.36 1.38 0.991
F 3.817602 0.049639 5.841455 -0.88 -1.30 -1.34 -0.382
F 1.964451 -1.147713 5.440559 2.73 0.21 -1.22 -0.337
F 3.522769 -0.750085 3.763102 -1.00 -0.76 2.37 -0.338
H 0.205636 -3.698885 -0.422036 1.32 0.48 -0.17 0.209
H 1.616840 -3.353986 -1.571732 -0.67 0.16 1.45 0.197
H 1.151538 -2.162939 -0.229090 0.29 -1.30 -0.37 0.215
H 1.692376 -4.968400 0.829152 1.14 0.87 -0.34 0.206
H 3.221702 -4.303148 -0.010908 -1.01 0.33 0.69 0.209
H 2.693569 -2.047044 1.438144 -0.78 -1.07 0.65 0.209
H 5.471558 -3.101164 2.410415 0.33 0.46 -0.01 -0.416
H 4.259481 -5.371197 2.489049 -0.03 -0.27 0.01 -0.412
H 4.460333 -4.507921 5.422122 -0.80 1.09 -0.64 0.212
H 2.722506 -4.046233 5.148314 1.40 0.73 -0.15 0.227
H 5.284619 -2.087600 5.593356 -1.63 -0.15 -0.47 0.227
H 3.913910 -2.436610 6.725009 0.21 0.65 -1.42 0.212
C 0.193246 1.035786 2.317495 -0.17 0.19 0.29 -0.489
N 0.366950 0.706227 0.881204 0.18 -0.09 0.19 0.542
O -0.370055 1.267329 0.083886 0.09 -0.21 -0.10 -0.420
O 1.231020 -0.099796 0.602778 -0.38 0.54 -0.12 -0.356
H -0.608676 1.763452 2.412326 0.12 -0.09 -0.07 0.223
H -0.058578 0.112085 2.838554 0.18 -0.01 -0.06 0.263
H 1.134317 1.448756 2.677952 0.00 -0.20 -0.05 0.235
C 5.501559 1.319902 2.903156 -0.19 -0.20 0.03 -0.489
N 5.504352 2.497109 1.995309 -0.07 -0.04 -0.01 0.535
O 4.485853 2.725548 1.369177 0.36 0.14 0.10 -0.377
O 6.531221 3.151928 1.943555 -0.30 -0.03 -0.10 -0.399
H 4.531994 0.836826 2.847505 0.18 0.17 -0.09 0.254
H 6.288065 0.645332 2.568590 -0.01 0.10 0.09 0.241
H 5.694381 1.682950 3.911456 0.09 -0.04 -0.11 0.231
C -1.043033 -0.724921 -2.566194 -0.12 0.32 -0.07 -0.483
N -1.298303 -2.109568 -3.031848 0.03 -0.14 -0.02 0.534
O -2.160957 -2.268534 -3.884004 0.16 -0.12 0.14 -0.414
O -0.628273 -2.988442 -2.527945 -0.61 0.29 -0.61 -0.356
H -1.707722 -0.048648 -3.095840 0.10 -0.15 0.07 0.226
H -1.237756 -0.698028 -1.497790 0.21 -0.03 0.01 0.246
H -0.002371 -0.491424 -2.783259 -0.04 -0.08 0.21 0.241
C -4.259892 2.030849 1.006188 -0.15 -0.13 -0.28 -0.485
N -3.366243 1.900333 2.185856 0.05 -0.20 0.03 0.534
O -2.997174 0.781679 2.486329 -0.07 0.38 0.05 -0.362
O -3.066556 2.928311 2.766754 0.00 -0.27 -0.09 -0.391
H -4.439395 1.041532 0.592095 0.11 0.09 0.11 0.235
H -5.190226 2.481639 1.347901 0.15 0.08 -0.02 0.226
H -3.755048 2.666897 0.280698 -0.06 0.01 0.12 0.245
C -4.094095 1.758771 -5.631293 0.11 -0.24 0.18 -0.484
N -3.212477 1.717677 -4.436139 -0.07 -0.15 0.03 0.535
O -3.746883 1.589379 -3.347087 0.31 0.08 -0.17 -0.392
O -2.015740 1.815436 -4.631345 -0.33 0.00 0.19 -0.377
H -5.126763 1.661149 -5.308387 0.20 0.02 0.07 0.225
H -3.932518 2.710763 -6.122894 0.23 -0.25 0.11 0.254
H -3.810477 0.927480 -6.275372 0.08 0.12 0.03 0.236
C -7.396880 4.818618 -7.418479 -0.26 0.23 -0.04 -0.486
N -5.972333 4.498308 -7.143708 0.07 0.19 -0.03 0.538
O -5.190495 5.426462 -7.086970 -0.10 -0.41 0.01 -0.355
O -5.690791 3.321515 -6.994302 -0.49 0.73 -0.46 -0.397
H -7.498429 5.895711 -7.527945 0.12 -0.13 0.04 0.233
H -7.676090 4.308573 -8.338853 0.01 -0.08 0.16 0.237
H -7.982779 4.459200 -6.574139 0.06 -0.10 -0.13 0.238
```
Positions in Å, forces in eV/Å.

Properties
E: -69275.28604 eV
Charge: -1

(4)
ORCA calculation (the ωB97M-V functional and the def2-TZVPD basis) on a 2-piece molecular cluster, C5H13OPS overall.

XYZ file:
```
21
Properties=species:S:1:pos:R:3:forces:R:3:nbo_charge:R:1
C 2.721018 -0.254975 0.483306 1.32 -0.83 -0.79 -0.635
C 1.441919 0.079249 -0.339421 0.00 -0.79 1.31 -0.125
C 1.512101 -0.627113 -1.707172 0.39 0.99 -0.92 -0.615
C 1.138453 1.568048 -0.427624 1.63 0.21 0.10 -0.620
S 0.092876 -0.751960 0.611273 -0.50 -0.24 -0.49 -0.063
H 3.609003 -0.050722 -0.138758 -0.20 0.43 0.01 0.200
H 2.962207 0.222934 1.460602 -0.95 -0.23 -0.60 0.225
H 2.801452 -1.369927 0.563414 -0.34 0.91 0.39 0.221
H 1.427847 0.148760 -2.530694 0.03 -0.94 0.83 0.213
H 0.689759 -1.372787 -1.846728 1.23 0.52 -0.17 0.216
H 2.534932 -1.037148 -1.779124 -0.71 -0.38 -0.36 0.219
H 0.627467 1.771169 -1.356771 -0.64 0.23 0.07 0.215
H 0.597493 1.871399 0.471411 0.05 0.34 -0.38 0.224
H 2.115989 2.119388 -0.502488 -0.82 -0.29 0.19 0.204
H -0.357193 -1.354700 -0.510530 -0.51 0.09 0.86 0.123
C -4.067134 -0.060282 1.846932 2.68 1.07 -3.85 -1.023
P -4.660048 -0.518260 0.064535 -0.82 0.42 2.37 1.295
O -3.427436 -0.558917 -0.698481 1.43 -0.16 -1.37 -0.983
H -2.916196 -0.150077 1.798960 -1.85 0.07 0.26 0.257
H -4.510196 -0.649112 2.540247 -1.30 -1.86 2.36 0.219
H -4.334316 0.975037 1.997114 -0.13 0.44 0.18 0.233
```
Positions in Å, forces in eV/Å.

Properties
Energy relative to the best compared isomer or geometry (same formula, charge and spin): 29.9 kcal per mole
E: -27566.06386 eV
SMILES string: CC(C)(C)S.CP=O
Charge: 0

(5)
ORCA calculation (the ωB97M-V functional and the def2-TZVPD basis) on C14H15ClN2O2S in the gas phase.

XYZ file:
```
35
Properties=species:S:1:pos:R:3:forces:R:3:nbo_charge:R:1
C -0.288453 -1.532118 2.847421 0.05 -0.20 0.03 -0.414
N -0.196135 -0.418190 1.935665 0.04 0.12 0.28 -0.596
C -0.967829 -0.346618 0.828238 -0.05 -0.24 -0.01 0.446
N -1.687385 -1.420439 0.512722 0.07 -0.13 0.27 -0.520
C -2.438324 -1.409061 -0.580307 -0.01 0.24 -0.14 0.286
C -3.206945 -2.661671 -0.860173 0.00 0.08 -0.05 -0.641
C -2.517624 -0.300593 -1.406717 0.11 0.10 0.08 -0.335
C -1.759898 0.838514 -1.122662 -0.17 -0.11 -0.11 0.118
C -1.880250 2.018982 -2.031309 0.07 0.14 -0.14 -0.666
C -0.959255 0.810330 0.009042 0.54 0.53 0.23 -0.472
S 0.246534 2.053506 0.461503 0.36 0.00 -0.21 2.190
O 0.221301 3.207366 -0.397476 -0.09 -0.24 -0.10 -0.928
O 0.168589 2.306973 1.884278 0.01 -0.15 -0.02 -0.956
C 1.794364 1.178059 0.149396 -0.49 0.21 0.10 -0.331
C 2.737284 1.042819 1.149434 -0.11 0.10 0.08 -0.122
C 3.919200 0.369964 0.892560 0.03 -0.02 -0.14 -0.246
C 4.133916 -0.158738 -0.372315 -0.25 0.15 0.10 -0.026
Cl 5.600865 -1.002207 -0.700010 0.20 -0.12 -0.04 0.022
C 3.189058 -0.019371 -1.380307 0.01 0.02 0.05 -0.219
C 2.011764 0.655688 -1.111657 0.05 0.02 -0.04 -0.177
H -1.054468 -1.371267 3.611456 -0.01 -0.05 -0.02 0.189
H -0.546103 -2.421110 2.276982 0.07 -0.01 0.16 0.234
H 0.676181 -1.669075 3.334470 -0.02 -0.04 0.03 0.199
H 0.097225 0.470708 2.322893 -0.08 -0.22 0.00 0.422
H -3.903284 -2.852005 -0.046013 -0.06 -0.03 0.05 0.232
H -3.757424 -2.582736 -1.792884 -0.07 -0.05 -0.06 0.212
H -2.524560 -3.507261 -0.910727 0.04 -0.07 -0.01 0.232
H -3.156155 -0.310994 -2.276101 -0.06 0.00 -0.10 0.215
H -2.799349 2.554944 -1.793528 -0.04 0.05 0.00 0.236
H -1.051922 2.707325 -1.910959 -0.12 0.02 -0.16 0.262
H -1.946236 1.690030 -3.066734 -0.05 -0.03 -0.03 0.219
H 2.537678 1.472925 2.118469 0.03 0.00 0.14 0.236
H 4.667616 0.255507 1.660717 0.06 -0.02 0.05 0.233
H 3.377710 -0.433471 -2.358127 0.03 -0.04 -0.07 0.233
H 1.262303 0.783282 -1.877253 -0.07 -0.05 -0.16 0.232
```
Positions in Å, forces in eV/Å.

Properties
Energy relative to the best compared isomer or geometry (same formula, charge and spin): 11.8 kcal per mole
E: -45194.35084 eV
SMILES string: CNc1nc(C)cc(C)c1S(=O)(=O)c1ccc(Cl)cc1
Charge: 0

(6)
ORCA calculation (the ωB97M-V functional and the def2-TZVPD basis) on an isolated ion of composition C3H8NS and charge -1.

XYZ file:
```
13
Properties=species:S:1:pos:R:3:forces:R:3:nbo_charge:R:1
N 0.961064 1.498089 0.580407 0.61 -0.26 -2.37 -0.886
C 0.869555 0.018508 0.800382 -0.47 0.74 0.21 -0.236
C 0.239936 -0.788653 -0.378282 -0.06 2.77 -1.28 -0.410
C -1.288611 -0.367988 -0.761500 2.66 -0.11 1.14 -0.541
S -2.320352 -0.862718 0.577032 -1.23 0.41 0.97 -0.700
H 0.343047 2.057374 1.151377 -0.33 -0.31 -0.43 0.363
H 0.880732 1.732379 -0.468085 -0.16 -0.38 2.50 0.349
H 0.209565 -0.114637 1.674773 0.12 -0.18 -0.36 0.216
H 1.885268 -0.308008 1.127456 -0.60 -0.23 -0.59 0.155
H 0.246351 -1.830346 -0.115764 -0.10 -0.50 -0.07 0.209
H 0.813789 -0.601999 -1.355844 -0.13 -0.38 1.25 0.151
H -1.382268 0.601233 -1.302362 0.20 0.07 1.05 0.161
H -1.458075 -1.033228 -1.529588 -0.52 -1.63 -2.01 0.169
```
Positions in Å, forces in eV/Å.

Properties
Energy relative to the best compared isomer or geometry (same formula, charge and spin): 23.0 kcal per mole
E: -15566.04459 eV
SMILES string: NCCC[S-]
Charge: -1